(1)
Density functional theory data (ωB97M-V/def2-TZVPD) for a 3-piece molecular cluster, C2H10O2S overall.

Structure (XYZ):
```
15
C2H10O2S (ωB97M-V/def2-TZVPD)
C -0.074 -0.512 0.951
S 1.557 -0.434 0.161
C 1.705 -1.913 -0.859
H -0.850 -0.282 0.227
H 0.007 0.343 1.606
H -0.305 -1.380 1.539
H 2.458 -2.583 -0.452
H 0.761 -2.427 -0.995
H 2.011 -1.618 -1.854
O -0.940 1.926 -1.186
H -0.233 1.272 -1.297
H -0.590 2.677 -0.698
O -2.907 1.065 0.801
H -2.446 1.310 -0.023
H -3.826 1.199 0.537
```

Calculated values
- SMILES: CSC.O.O
- HOMO energy: -8.696 eV
- Kohn-Sham gap: 9.4 eV
- E_LUMO: 0.738 eV
- Molecular weight: 98.17 g/mol

=====

(2)
Density functional theory data (ωB97M-V/def2-TZVPD) for a 3-piece molecular cluster, C25H50INO9S overall.

Structure (XYZ):
```
87
C25H50INO9S (ωB97M-V/def2-TZVPD)
C -2.546 3.672 -0.336
C -3.696 3.927 -1.444
C -3.197 5.190 -2.341
C -1.808 4.816 -3.065
C -1.769 5.290 -4.619
C -1.254 4.119 -5.587
C -2.374 2.969 -5.828
C -1.735 1.682 -6.588
C -2.352 0.292 -6.071
C -1.327 -0.939 -6.146
O -0.428 -1.025 -5.018
C -1.135 -1.479 -3.843
O -1.654 -2.625 -3.945
N -1.174 -0.670 -2.640
C -2.456 -0.811 -1.894
C -2.434 -0.238 -0.398
C -1.009 -0.269 0.325
I 0.003 -2.209 0.229
C -0.785 0.747 -2.879
C 0.831 0.808 -2.702
C 1.436 2.257 -3.053
S 3.050 2.603 -2.198
O 4.248 2.445 -3.108
O 3.073 4.038 -1.701
O 3.286 1.635 -0.830
H -2.931 3.129 0.592
H -1.722 3.037 -0.804
H -2.051 4.679 -0.069
H -3.819 3.015 -2.138
H -4.651 4.172 -0.864
H -3.988 5.418 -3.129
H -3.091 6.098 -1.656
H -0.927 5.257 -2.467
H -1.671 3.675 -3.078
H -2.790 5.714 -4.911
H -0.994 6.128 -4.673
H -0.350 3.637 -5.076
H -0.990 4.600 -6.585
H -2.834 2.688 -4.812
H -3.231 3.369 -6.466
H -1.880 1.811 -7.721
H -0.618 1.666 -6.298
H -3.304 0.056 -6.676
H -2.725 0.478 -4.996
H -0.674 -0.755 -7.080
H -1.929 -1.880 -6.358
H -3.304 -0.311 -2.502
H -2.776 -1.915 -1.814
H -2.836 0.845 -0.398
H -3.187 -0.825 0.248
H -0.324 0.604 0.018
H -1.214 -0.095 1.446
H -1.041 1.141 -3.919
H -1.200 1.491 -2.125
H 1.363 0.033 -3.343
H 1.091 0.558 -1.613
H 1.675 2.245 -4.174
H 0.730 3.119 -2.812
H 2.492 1.699 -0.240
C 1.703 -5.801 5.793
C 0.205 -5.984 5.657
O -0.443 -4.735 5.374
C -0.612 -4.234 4.138
C 0.181 -4.820 3.003
O -1.331 -3.277 3.963
H 2.150 -5.447 4.863
H 2.182 -6.743 6.072
H 1.928 -5.054 6.555
H -0.059 -6.743 4.917
H -0.202 -6.330 6.611
H 1.131 -4.290 2.915
H -0.388 -4.688 2.080
H 0.358 -5.889 3.101
C 6.159 -2.585 9.364
C 5.541 -1.672 8.326
O 5.153 -2.408 7.156
C 3.965 -3.018 7.007
C 3.102 -3.235 8.220
O 3.637 -3.454 5.926
H 5.445 -3.333 9.717
H 6.509 -2.010 10.224
H 7.005 -3.130 8.937
H 4.704 -1.092 8.723
H 6.288 -0.947 7.995
H 3.358 -4.192 8.678
H 2.058 -3.259 7.903
H 3.178 -2.438 8.957
```

Calculated values
- SMILES: CCCCCCCCCCOC(=O)N(CCCI)CCCS(=O)(=O)O.CCOC(C)=O.CCOC(C)=O
- HOMO energy: -9.187 eV
- Kohn-Sham gap: 9.3 eV
- E_LUMO: 0.127 eV
- Molecular weight: 667.64 g/mol

=====

Q: Which energy relative to the best compared isomer or geometry (same formula, charge and spin) values were calculated for the entries above? A: 4.3; 107.9, in kcal/mol.